Entry 1:
{"formula": "C31H40BeCl2NSSi", "method": "the ωB97M-V functional and the def2-TZVPD basis", "symbols": ["Be", "Cl", "C", "C", "C", "C", "C", "Cl", "C", "S", "H", "H", "H", "N", "C", "C", "C", "C", "C", "C", "C", "C", "C", "C", "C", "C", "C", "H", "H", "H", "H", "H", "H", "H", "H", "H", "H", "C", "C", "C", "C", "Si", "C", "C", "C", "C", "C", "C", "C", "C", "H", "H", "H", "H", "H", "H", "H", "H", "H", "H", "H", "H", "H", "H", "H", "H", "H", "H", "H", "H", "H", "H", "H", "H", "H", "H", "H"], "coordinates": [[0.5012, -0.5841, -0.0061], [1.8551, -1.8468, 1.5301], [2.6760, -2.9101, 0.4346], [3.8469, -3.5086, 0.8591], [4.5158, -4.3843, 0.0201], [3.9824, -4.6616, -1.2288], [2.8106, -4.0511, -1.6359], [2.1926, -4.4506, -3.2039], [2.1144, -3.1180, -0.8381], [0.7035, -2.3004, -1.3963], [4.2325, -3.2778, 1.8435], [5.4393, -4.8476, 0.3397], [4.4743, -5.3495, -1.9035], [-0.8880, -0.7522, 0.7237], [-1.5842, -1.3178, 1.5941], [-1.1956, -1.2464, 3.0560], [-0.9494, -2.4159, 3.7756], [-0.4693, -2.3574, 5.0745], [-0.2570, -1.1283, 5.6847], [-0.5118, 0.0398, 4.9804], [-0.9703, -0.0215, 3.6726], [-2.7774, -2.1867, 1.3009], [-2.8321, -2.8855, 0.0980], [-3.8221, -3.8308, -0.1232], [-4.7792, -4.0851, 0.8496], [-4.7613, -3.3615, 2.0339], [-3.7657, -2.4228, 2.2580], [-1.1344, -3.3730, 3.3022], [-0.2718, -3.2745, 5.6169], [0.0895, -1.0823, 6.7100], [-0.3500, 1.0026, 5.4500], [-1.1613, 0.8845, 3.1094], [-2.0680, -2.6979, -0.6455], [-3.8361, -4.3801, -1.0568], [-5.5296, -4.8500, 0.6892], [-5.5160, -3.5381, 2.7912], [-3.7477, -1.8672, 3.1874], [-0.7914, 2.0010, -1.9216], [0.2423, 2.6853, -1.0107], [0.7717, 3.9410, -1.7131], [-0.5481, 3.1366, 0.2264], [1.5824, 1.3320, -0.5012], [2.8818, 1.1816, -1.9791], [2.1338, 0.9990, -3.3069], [3.6965, -0.1111, -1.7889], [3.8680, 2.3463, -2.1366], [2.5789, 2.0336, 1.0718], [3.8904, 1.2683, 1.2997], [1.7130, 1.8020, 2.3190], [2.9508, 3.5218, 1.0203], [-1.5636, 2.7205, -2.2247], [-1.2788, 1.1816, -1.3864], [-0.3487, 1.5839, -2.8252], [-0.0406, 4.6666, -1.8548], [1.1812, 3.7125, -2.6975], [1.5532, 4.4282, -1.1275], [-1.4146, 3.7358, -0.0823], [0.0529, 3.7515, 0.8965], [-0.9175, 2.2679, 0.7789], [1.4080, 0.1853, -3.2303], [2.8443, 0.7335, -4.1009], [1.6116, 1.9029, -3.6226], [3.0786, -0.9807, -2.0107], [4.0832, -0.2289, -0.7772], [4.5528, -0.1270, -2.4762], [3.3646, 3.3140, -2.1469], [4.4221, 2.2432, -3.0787], [4.6023, 2.3575, -1.3296], [3.7301, 0.1934, 1.3781], [4.3550, 1.5992, 2.2384], [4.6085, 1.4483, 0.4996], [1.4532, 0.7503, 2.4342], [0.7771, 2.3569, 2.2740], [2.2430, 2.1174, 3.2285], [3.5425, 3.7545, 0.1334], [3.5498, 3.7910, 1.9007], [2.0706, 4.1660, 1.0203]], "mulliken_charge": [-1.726, -0.008, 0.458, -0.656, -0.492, -0.671, 0.404, -0.238, -0.480, -0.313, 0.422, 0.360, 0.398, 0.765, -0.426, 0.119, -0.110, -0.751, -0.451, -0.555, -0.057, 0.550, -0.349, -0.713, -0.277, -0.756, -0.163, 0.545, 0.383, 0.374, 0.417, 0.298, 0.242, 0.380, 0.373, 0.369, 0.432, -1.687, 2.632, -1.830, -1.944, -0.002, 2.897, -2.153, -1.765, -1.912, 2.813, -1.958, -1.720, -1.906, 0.528, 0.156, 0.294, 0.541, 0.291, 0.275, 0.639, 0.325, 0.086, 0.264, 0.546, 0.379, 0.211, 0.241, 0.545, 0.255, 0.586, 0.308, 0.137, 0.565, 0.366, 0.021, 0.179, 0.563, 0.287, 0.545, 0.306], "orbital_gap_ev": 7.02, "charge": -1}

Entry 2:
{"formula": "C31H40N4O4", "method": "the ωB97M-V functional and the def2-TZVPD basis", "symbols": ["C", "C", "C", "C", "O", "C", "C", "O", "C", "C", "O", "C", "C", "O", "C", "H", "H", "H", "H", "H", "H", "H", "H", "H", "H", "H", "H", "H", "H", "H", "H", "H", "H", "H", "H", "C", "C", "C", "N", "C", "C", "H", "H", "H", "H", "H", "C", "C", "C", "N", "C", "C", "H", "H", "H", "H", "H", "C", "C", "C", "N", "C", "C", "H", "H", "H", "H", "H", "C", "C", "C", "N", "C", "C", "H", "H", "H", "H", "H"], "coordinates": [[-1.6669, -2.0319, -0.1069], [-1.4631, -0.9922, 0.4572], [-1.0654, 0.3370, 0.9786], [-0.4477, 0.2154, 2.3718], [0.4840, -0.8338, 2.4938], [0.2178, -1.7269, 3.5459], [0.7555, -1.2429, 4.9184], [1.7490, -0.2559, 4.7916], [1.4518, 1.0191, 5.3291], [2.6528, 1.5581, 6.1023], [-0.3279, 1.0969, 0.0487], [1.0693, 0.8512, 0.0026], [1.4491, -0.4990, -0.5845], [2.7862, -0.3991, -1.0713], [3.5149, -1.5893, -0.8776], [-1.8974, -2.9565, -0.5824], [-2.0045, 0.8815, 1.1266], [-1.2725, 0.1064, 3.0831], [0.0303, 1.1701, 2.6220], [-0.8572, -1.9229, 3.6324], [0.6787, -2.6801, 3.2804], [-0.0869, -0.9230, 5.5390], [1.2021, -2.1073, 5.4222], [1.2489, 1.7152, 4.5069], [0.5950, 0.9902, 6.0061], [2.3202, 2.4427, 6.6525], [2.9832, 0.8346, 6.8483], [3.4774, 1.8211, 5.4442], [1.5730, 1.0421, 0.9513], [1.4803, 1.5927, -0.6831], [0.7771, -0.7212, -1.4227], [1.3648, -1.3139, 0.1362], [3.7649, -1.7533, 0.1764], [4.4471, -1.5042, -1.4377], [2.9754, -2.4619, -1.2616], [4.6279, 5.1747, 2.2117], [3.3270, 5.5004, 1.8626], [2.5571, 4.5398, 1.2238], [2.9995, 3.3202, 0.9238], [4.2516, 3.0232, 1.2642], [5.1031, 3.9092, 1.9076], [5.2614, 5.8960, 2.7123], [2.9157, 6.4767, 2.0800], [1.5326, 4.7519, 0.9360], [4.5829, 2.0230, 1.0042], [6.1115, 3.6128, 2.1619], [-6.1475, -0.3123, 5.1172], [-5.5349, -1.1441, 4.1944], [-4.1557, -1.0836, 4.0670], [-3.3840, -0.2660, 4.7823], [-3.9890, 0.5291, 5.6635], [-5.3595, 0.5436, 5.8699], [-7.2220, -0.3299, 5.2473], [-6.1108, -1.8261, 3.5844], [-3.6376, -1.7191, 3.3557], [-3.3376, 1.1863, 6.2295], [-5.7959, 1.2100, 6.6012], [-1.5763, -2.7574, -5.5054], [-1.9447, -4.0697, -5.7565], [-1.6464, -5.0342, -4.8054], [-1.0206, -4.7724, -3.6593], [-0.6706, -3.5064, -3.4359], [-0.9252, -2.4678, -4.3178], [-1.7852, -1.9759, -6.2215], [-2.4531, -4.3432, -6.6714], [-1.9209, -6.0717, -4.9644], [-0.1585, -3.3192, -2.4972], [-0.6184, -1.4587, -4.0776], [-0.9603, 1.3040, -9.8070], [-1.3249, -0.0071, -10.0673], [-1.0262, -0.9735, -9.1191], [-0.4046, -0.7143, -7.9700], [-0.0592, 0.5508, -7.7363], [-0.3137, 1.5919, -8.6162], [-1.1763, 2.0885, -10.5209], [-1.8301, -0.2772, -10.9844], [-1.2963, -2.0116, -9.2836], [0.4480, 0.7335, -6.7951], [-0.0113, 2.6009, -8.3721]], "mulliken_charge": [0.094, -0.977, 0.153, -0.874, -0.073, -0.397, -0.454, -0.367, 0.161, -1.339, -0.535, -0.548, 0.105, -0.415, -0.705, 0.638, 0.496, 0.586, 0.165, 0.107, 0.375, 0.254, 0.340, 0.158, 0.203, 0.380, 0.351, 0.283, 0.165, 0.466, 0.034, 0.322, 0.295, 0.270, 0.300, -0.131, -0.643, -0.143, -0.186, -0.105, -0.700, 0.379, 0.372, 0.401, 0.385, 0.374, -0.153, -0.757, 0.041, -0.217, -0.150, -0.597, 0.372, 0.360, 0.355, 0.372, 0.361, -0.178, -0.396, -0.294, -0.558, -0.476, -0.365, 0.320, 0.363, 0.354, 0.756, 0.439, -0.165, -0.494, -0.072, -0.418, -0.137, -0.478, 0.363, 0.350, 0.356, 0.372, 0.351], "orbital_gap_ev": 9.88, "smiles": "C#C[C@@H](COCCOCC)OCCOC.c1ccncc1.c1ccncc1.c1ccncc1.c1ccncc1"}

Entry 3:
{"formula": "C31H41ClNO6S", "method": "the ωB97M-V functional and the def2-TZVPD basis", "symbols": ["C", "C", "C", "C", "C", "C", "C", "C", "C", "C", "C", "C", "C", "N", "S", "Cl", "H", "H", "H", "H", "H", "H", "H", "H", "H", "H", "H", "H", "H", "H", "H", "H", "H", "H", "H", "H", "H", "H", "H", "H", "H", "H", "H", "H", "H", "C", "C", "C", "O", "C", "C", "C", "O", "H", "H", "H", "H", "C", "C", "C", "O", "C", "C", "C", "O", "H", "H", "H", "H", "C", "C", "C", "O", "C", "C", "C", "O", "H", "H", "H", "H"], "coordinates": [[3.9845, 0.4426, -1.8123], [3.9090, 0.9174, -3.3916], [3.2809, 2.4307, -3.6015], [1.6477, 2.5084, -3.3541], [1.1959, 2.3989, -1.7819], [-0.1478, 3.3118, -1.4085], [-1.3770, 2.3374, -0.9253], [-2.7055, 2.3677, -1.8855], [-2.4022, 2.3505, -3.4964], [-2.2633, 0.8378, -4.1494], [-1.7991, -0.3196, -3.0855], [-1.4982, -1.7908, -3.7427], [0.0865, -2.1399, -3.9751], [0.9831, -1.8859, -2.7838], [0.3266, -2.4125, -1.2449], [2.4141, -2.8784, -3.0479], [2.9340, 0.1912, -1.3555], [4.6226, -0.5576, -1.7559], [4.4614, 1.2736, -1.1203], [5.0282, 0.9632, -3.7750], [3.3188, 0.1477, -4.0839], [3.4650, 2.7027, -4.7440], [3.8697, 3.2702, -2.9925], [1.0825, 1.6754, -3.9560], [1.2582, 3.5574, -3.7477], [1.0211, 1.2611, -1.5062], [2.1323, 2.7482, -1.1360], [-0.4311, 4.0787, -2.2463], [0.1806, 3.9591, -0.4645], [-1.7213, 2.7477, 0.1415], [-1.0093, 1.2228, -0.7079], [-3.3195, 3.3552, -1.6232], [-3.3928, 1.4576, -1.5329], [-3.3623, 2.8298, -4.0190], [-1.4979, 3.0324, -3.8337], [-1.3857, 0.9210, -4.9532], [-3.2148, 0.5126, -4.7511], [-0.8325, 0.0145, -2.5168], [-2.6748, -0.4795, -2.2948], [-2.0034, -1.8091, -4.8242], [-2.0062, -2.6581, -3.1406], [0.5403, -1.6380, -4.9565], [0.1404, -3.3131, -4.1847], [1.3602, -0.8910, -2.7553], [-0.4370, -1.3028, -0.7630], [-1.3867, 3.2942, 3.8631], [-0.5792, 4.1601, 4.4832], [0.8748, 4.1694, 4.2279], [1.6149, 4.9602, 4.7965], [1.4012, 3.1863, 3.2603], [0.5937, 2.3204, 2.6403], [-0.8603, 2.3112, 2.8955], [-1.6004, 1.5203, 2.3270], [-2.4553, 3.2736, 4.0394], [-0.9501, 4.8878, 5.1950], [2.4697, 3.2069, 3.0840], [0.9646, 1.5927, 1.9285], [-4.0791, -0.8592, 4.2936], [-4.1510, 0.4519, 4.5430], [-3.6705, 1.0164, 5.8196], [-3.7378, 2.2160, 6.0495], [-3.1064, 0.0766, 6.8088], [-3.0345, -1.2345, 6.5594], [-3.5150, -1.7990, 5.2828], [-3.4477, -2.9986, 5.0529], [-4.4276, -1.2896, 3.3628], [-4.5614, 1.1543, 3.8274], [-2.7579, 0.5070, 7.7396], [-2.6241, -1.9369, 7.2750], [1.9523, -6.4626, -0.0967], [1.8804, -5.1515, 0.1526], [2.3609, -4.5870, 1.4293], [2.2936, -3.3874, 1.6591], [2.9250, -5.5268, 2.4184], [2.9968, -6.8379, 2.1691], [2.5164, -7.4024, 0.8924], [2.5837, -8.6020, 0.6626], [1.6038, -6.8930, -1.0276], [1.4700, -4.4491, -0.5630], [3.2735, -5.0964, 3.3493], [3.4072, -7.5403, 2.8847]], "mulliken_charge": [-0.663, -0.239, -0.906, -0.205, 0.330, -0.830, 0.485, -1.082, -0.330, -0.835, 1.247, -0.839, -0.394, 0.323, 0.057, 0.077, 0.039, 0.252, 0.297, 0.324, 0.132, 0.306, 0.332, -0.072, 0.361, -0.473, 0.418, 0.404, 0.240, 0.028, -0.126, 0.373, 0.225, 0.353, 0.213, 0.128, 0.348, -1.116, 0.274, 0.344, 0.344, 0.385, 0.340, -0.074, 0.190, -0.415, -0.406, 0.289, -0.547, -0.367, -0.279, 0.454, -0.581, 0.471, 0.452, 0.434, 0.493, -0.366, -0.216, 0.526, -0.580, -0.440, -0.363, 0.367, -0.571, 0.413, 0.399, 0.428, 0.415, -0.521, 0.596, 0.568, -0.533, -0.483, -0.331, 0.283, -0.528, 0.423, -0.324, 0.431, 0.424], "orbital_gap_ev": 7.09, "charge": 1}